Computed, not measured: a cluster of 2 separate species, C4H12NO3 in total, with ωB97M-V/def2-TZVPD.

Element x y z (Å)
C -0.0994 1.7737 1.0572
C 0.6486 0.9709 -0.0209
C 0.4106 -0.5903 -0.0904
C -0.9572 -0.8369 -0.7166
O -0.9108 -1.9954 -1.4429
O -1.9731 -0.2101 -0.7098
N -1.3967 1.0785 1.4074
H 0.5665 1.8504 1.9139
H -0.4089 2.8538 0.6484
H 1.8008 1.1593 0.0227
H 0.6772 1.1943 -1.1566
H 0.7104 -1.2829 0.7307
H 1.2109 -0.9816 -0.8336
H -1.9820 -1.8577 -1.7653
H -2.1691 1.2343 0.7013
H -1.3236 0.0360 1.5376
H -1.6247 1.4131 2.3686
H 3.7818 -0.6327 -0.6143
H 4.2553 0.0649 0.5103
O 3.4171 -0.3577 0.2413

Forces on atoms 1 to 2 (eV/Å):
C -0.3 1.5 -2.9
C 3.2 -0.9 -2.1

Results
Gap between HOMO and LUMO in Ha: 0.42171
Total charge: +1
Energy in eV: -11967.493
E_LUMO in Eh: -0.1217


Computed, not measured: a structure of composition C32H46BN10O3PReSiTe, with ωB97M-V/def2-TZVPD.

Element x y z (Å)
Re 0.0220 -0.0395 -1.1999
C -0.6356 1.0799 -4.6358
C -0.9546 1.9795 -3.4987
C -1.5415 3.2362 -3.5610
C -1.6730 3.6618 -2.2491
C -2.2403 4.9329 -1.7199
N -1.1919 2.6985 -1.4559
N -0.7467 1.6565 -2.2117
B -0.9127 2.6973 0.0737
N -1.6332 1.4710 0.6699
N -1.3313 0.2144 0.2232
C -1.9876 -0.6789 1.0039
C -1.8847 -2.1509 0.8445
C -2.7222 0.0285 1.9343
C -2.4734 1.3746 1.7030
C -3.0135 2.5649 2.4101
N 0.5956 2.5395 0.2620
N 1.2099 1.4091 -0.1963
C 2.5115 1.5107 0.1194
C 3.5122 0.4367 -0.1129
C 2.7312 2.7335 0.7432
C 1.5014 3.3561 0.8198
C 1.1350 4.6552 1.4420
H -0.4154 1.6726 -5.5228
H 0.2217 0.4443 -4.4314
H -1.4898 0.4378 -4.8543
H -1.8259 3.7738 -4.4478
H -2.4776 5.5998 -2.5453
H -3.1539 4.7467 -1.1551
H -1.5383 5.4341 -1.0567
H -1.3200 3.6979 0.5640
H -1.6398 -2.4369 -0.1759
H -1.1122 -2.5305 1.5154
H -2.8344 -2.6098 1.1166
H -3.3474 -0.3826 2.7058
H -3.7061 2.2417 3.1836
H -2.1952 3.1020 2.8893
H -3.5328 3.2314 1.7220
H 3.0766 -0.4465 -0.5636
H 4.3225 0.7928 -0.7511
H 3.9269 0.1425 0.8516
H 3.6614 3.0939 1.1443
H 2.0350 5.1602 1.7862
H 0.6143 5.3078 0.7404
H 0.4978 4.4716 2.3071
N 0.8997 -1.5668 -0.2497
C 1.4125 -2.4535 0.3010
C 2.0262 -3.5305 0.8650
C 2.8550 -4.2978 0.0093
N 3.5464 -4.8967 -0.6919
C 1.7722 -3.8879 2.2102
N 1.5482 -4.2192 3.2895
C 1.1521 -2.6437 6.1706
C 0.5872 -1.5946 5.2453
O 1.6837 -0.9527 4.5841
P 1.3952 0.1402 3.4378
O 0.8632 -0.4709 2.1905
Te 0.1515 1.9372 4.3786
O 2.9179 0.5725 3.1338
C 3.7500 1.1151 4.1624
C 4.7346 0.0773 4.6531
H 0.3450 -3.1038 6.7411
H 1.8513 -2.1887 6.8732
H 1.6645 -3.4219 5.6100
H 0.0219 -0.8335 5.7920
H -0.0695 -2.0382 4.4910
H 3.1243 1.5025 4.9726
H 4.2694 1.9671 3.7138
H 4.2066 -0.7803 5.0664
H 5.3702 0.5084 5.4287
H 5.3734 -0.2687 3.8408
C -0.0576 -2.2937 -5.1563
Si 0.2777 -2.2301 -3.3097
C 0.4721 -3.9565 -2.6184
C 1.8433 -1.1695 -3.0108
N -0.9215 -1.2754 -2.4483
C -2.2986 -1.3945 -2.7040
C -3.2243 -0.4260 -2.3020
C -4.5727 -0.5812 -2.5814
C -5.0398 -1.6981 -3.2560
C -4.1342 -2.6761 -3.6396
C -2.7862 -2.5304 -3.3632
H -0.3541 -3.2968 -5.4608
H 0.8434 -2.0372 -5.7150
H -0.8483 -1.6144 -5.4645
H 1.4536 -4.1178 -2.1684
H 0.3524 -4.7047 -3.4018
H -0.2762 -4.1534 -1.8507
H 2.3263 -0.9527 -3.9651
H 2.5632 -1.6654 -2.3645
H 1.7297 -0.1410 -2.5886
H -2.9014 0.4534 -1.7660
H -5.2645 0.1850 -2.2573
H -6.0925 -1.8099 -3.4716
H -4.4761 -3.5683 -4.1465
H -2.1104 -3.3286 -3.6389

Forces on atoms 1 to 2 (eV/Å):
Re 0.4 0.1 -0.3
C 0.0 0.0 -0.1

Results
Gap between HOMO and LUMO (spin up / spin down) in Ha: 0.21335 / 0.14660
Total charge: 0
Energy in eV: -82246.027
Spin multiplicity: 4
E_LUMO (spin up / spin down) in Eh: -0.0219 / -0.0885
⟨S²⟩: 3.77


Computed, not measured: a cluster of 2 separate species, C7H13IN2 in total, with ωB97M-V/def2-TZVPD.

Element x y z (Å)
C 1.7160 -2.8300 -0.2556
C 0.9880 -0.5213 0.1694
C -1.6957 2.3440 0.0705
C -1.5884 0.9876 -1.9966
C 1.0154 0.7861 2.3360
C 0.9862 -1.6270 -0.7850
C -1.5446 0.9894 -0.5345
N 2.8625 -2.6058 0.2055
N 1.1852 -0.3469 1.4011
I -2.6450 -0.5527 0.4492
H 1.0931 -3.7971 -0.2359
H -1.8126 2.5185 1.1263
H -2.6051 2.6283 -0.2262
H -0.8949 3.0239 -0.2540
H -1.6982 -0.0891 -2.3529
H -2.4430 1.5240 -2.2133
H -0.8083 1.3285 -2.5720
H 1.6983 1.5963 2.0874
H 1.3726 0.3755 3.2175
H -0.0191 1.0418 2.4792
H -0.1282 -1.9866 -0.8943
H 1.4056 -1.5099 -1.8164
H 3.5605 -3.2776 0.5948

Forces on atoms 1 to 2 (eV/Å):
C 0.0 -1.4 1.1
C -0.3 2.7 2.9

Results
Gap between HOMO and LUMO (spin up / spin down) in Ha: 0.25161 / 0.29845
Total charge: 0
Energy in eV: -18544.570
E_LUMO (spin up / spin down) in Eh: 0.0112 / 0.0210


Computed, not measured: an isolated molecule of C6H8, with ωB97M-V/def2-TZVPD.

Element x y z (Å)
C 2.4977 0.6249 -0.3729
C 1.6746 -0.1836 -0.0200
C 0.5452 -0.9083 0.5169
C -0.5922 -1.3705 -0.3600
C -0.7809 -0.1638 0.5088
C -1.0179 1.1980 -0.1238
H 3.1433 1.4503 -0.5683
H 0.7466 -1.5137 1.4012
H -0.4569 -1.1827 -1.4215
H -1.0900 -2.3044 -0.1106
H -1.3389 -0.3073 1.4301
H -0.4560 1.3562 -1.0511
H -0.7921 2.0349 0.5479
H -2.0825 1.2699 -0.3768

Forces on atoms 1 to 2 (eV/Å):
C -0.5 -0.3 0.3
C 0.2 0.6 0.0

Results
Gap between HOMO and LUMO in Ha: 0.38383
Total charge: 0
SMILES: C#C[C@@H]1C[C@@H]1C
Energy in eV: -6348.962
E_LUMO in Eh: 0.0422


Computed, not measured: a cluster of 3 separate species, C48H44NO8 in total, with ωB97M-V/def2-TZVPD.

Element x y z (Å)
C 2.5029 -0.7032 -0.7883
C 1.3091 -1.3312 0.0163
C 1.7006 -2.8283 0.1860
C -0.0325 -1.3125 -0.7616
C -0.8803 -0.0053 -0.5714
C -0.0971 1.1321 -1.3019
C 0.7067 2.0906 -0.4326
O -0.1392 3.2610 -0.1984
C 0.2732 3.9690 0.9055
O 1.0158 4.9173 0.7895
C -2.1821 -0.2357 -1.3892
C -3.1533 -1.2426 -0.7916
O -2.9317 -2.4273 -0.6342
C -4.5319 -0.7163 -0.4115
C -5.6821 -1.4104 -0.7167
C -6.8875 -0.8636 -0.3787
C -6.9806 0.3479 0.2539
C -5.8360 1.0445 0.5651
C -4.6260 0.4965 0.2249
C -1.1133 0.2162 0.9387
C -0.1189 -0.5260 1.8841
C -0.0051 0.3730 3.1644
C -0.6855 -1.8692 2.3767
N 1.2475 -0.6199 1.3248
O 2.0531 -1.1364 2.1887
H 2.2393 -0.6300 -1.8434
H 2.7088 0.2895 -0.3772
H 3.4164 -1.2763 -0.6333
H 1.6128 -3.2786 -0.8083
H 1.0836 -3.3484 0.9189
H 2.7482 -2.8965 0.4780
H -0.5923 -2.2052 -0.4799
H 0.2222 -1.3941 -1.8228
H 0.5818 0.6755 -2.0241
H -0.8105 1.7180 -1.8904
H 1.5777 2.4459 -0.9907
H 0.9863 1.7093 0.5537
H -0.1402 3.6456 1.8777
H -1.8988 -0.6016 -2.3847
H -2.6782 0.7252 -1.5474
H -5.5998 -2.3600 -1.2329
H -7.7984 -1.3998 -0.6253
H -7.9546 0.7512 0.5065
H -5.8895 2.0074 1.0582
H -3.7483 1.0910 0.4607
H -1.1007 1.2729 1.2201
H -2.0925 -0.1405 1.2749
H -0.0458 -0.2780 4.0426
H -0.8626 1.0433 3.2633
H 0.9509 0.8955 3.2191
H -1.6694 -1.7273 2.8349
H -0.0319 -2.2242 3.1766
H -0.8062 -2.6109 1.5867
C -0.7676 6.1392 -1.8896
C -1.5939 6.4961 -2.9509
C -1.1420 7.3765 -3.9196
C 0.1351 7.9139 -3.8258
C 0.9565 7.5732 -2.7473
C 0.5052 6.6759 -1.7855
C 2.3104 8.1760 -2.6047
O 3.0289 7.8801 -1.6729
C 2.7617 9.1590 -3.6292
C 3.9987 9.7748 -3.4841
C 4.4366 10.6807 -4.4353
C 3.6441 10.9696 -5.5419
C 2.4083 10.3628 -5.6888
C 1.9587 9.4633 -4.7298
C 0.6132 8.8449 -4.8836
O -0.0796 9.0991 -5.8480
H -1.1201 5.4442 -1.1409
H -2.5924 6.0836 -3.0223
H -1.7826 7.6497 -4.7473
H 1.1427 6.4011 -0.9585
H 4.6163 9.5480 -2.6256
H 5.3985 11.1630 -4.3176
H 3.9911 11.6728 -6.2880
H 1.7897 10.5903 -6.5464
C -1.9145 -9.3024 1.0695
C -1.2889 -10.5286 1.2728
C -0.1181 -10.5980 2.0089
C 0.4395 -9.4400 2.5362
C -0.1761 -8.2067 2.3125
C -1.3596 -8.1443 1.5872
C 0.4309 -6.9495 2.8283
O -0.1052 -5.8774 2.6384
C 1.7152 -7.0349 3.5749
C 2.3266 -5.8671 4.0148
C 3.5153 -5.9327 4.7215
C 4.0949 -7.1668 5.0003
C 3.4927 -8.3334 4.5597
C 2.3070 -8.2721 3.8382
C 1.6892 -9.5318 3.3407
O 2.1949 -10.6088 3.5801
H -2.8342 -9.2516 0.5012
H -1.7180 -11.4310 0.8570
H 0.3656 -11.5516 2.1715
H -1.8428 -7.1902 1.4249
H 1.8751 -4.9073 3.8011
H 3.9925 -5.0216 5.0587
H 5.0206 -7.2163 5.5590
H 3.9455 -9.2924 4.7721

Forces on atoms 1 to 2 (eV/Å):
C -0.7 0.4 0.7
C 1.3 -0.6 -1.2

Results
Gap between HOMO and LUMO (spin up / spin down) in Ha: 0.29068 / 0.31774
Total charge: 0
Energy in eV: -68358.301
Spin multiplicity: 2
E_LUMO (spin up / spin down) in Eh: -0.0351 / -0.0351
⟨S²⟩: 0.75


Computed, not measured: a structure of composition C5H7N, with ωB97M-V/def2-TZVPD.

Element x y z (Å)
C 1.4252 -1.5514 1.0596
C -1.4747 0.8626 -0.3207
C 1.0238 -0.5209 0.0594
C -1.2446 1.9926 -0.9804
N -1.3291 -0.7335 -0.8783
C -0.1662 -0.5610 -0.5783
H -2.2839 0.7820 0.3958
H 1.7404 0.2167 -0.2690
H 1.5245 -1.1153 2.0591
H 2.3927 -1.9856 0.8054
H 0.6777 -2.3421 1.1396
H -1.9036 2.8409 -0.8732
H -0.3822 2.1150 -1.6191

Forces on atoms 1 to 2 (eV/Å):
C -0.1 0.0 0.7
C -3.3 -1.5 -1.0

Results
Gap between HOMO and LUMO in Ha: 0.30631
Total charge: 0
Energy in eV: -6784.027
E_LUMO in Eh: 0.0192


- The highest energy belongs to which entry?
  C6H8